No. 1
ORCA calculation (ωB97M-V/def2-TZVPD) on a 3-piece molecular cluster, C43H72ClI3N7O6 overall in a non-equilibrium geometry.

The geometry in ORCA input format:
```
! RIJCOSX wB97M-V def2-TZVPD def2/J DEFGRID3
* xyz 1 3
C 0.49116 2.87006 -3.32856
C 1.09367 1.83197 -3.06540
C 1.93864 0.65310 -2.52182
C 1.75301 0.18816 -1.00272
C 0.40318 0.60691 -0.17603
C -1.00515 0.15800 -0.78368
C -1.12853 -1.12605 -1.65695
O -1.31380 -2.27366 -1.30801
I -1.06695 -0.89945 -3.85588
N 0.19038 2.05985 -0.20977
C -0.84105 2.67669 0.59861
C -1.76951 3.68472 -0.28191
C -3.28725 3.13928 -0.36660
C -3.70928 3.08497 -1.92374
C 0.89277 -0.08477 1.23339
O 0.30918 -1.41994 1.22457
Cl -0.05811 0.39172 2.76470
C 2.51955 0.02606 1.32029
C 3.30917 -0.85708 2.43999
C 2.44214 -1.70905 3.42690
C 3.48194 -2.53051 4.38171
N 3.31407 -3.99984 4.28926
C 2.70703 1.38426 2.14469
O 1.95728 2.56167 1.85474
N 2.47072 3.58656 2.66168
O 1.69885 3.74471 3.54124
N 3.00828 -0.08255 -0.13042
C 3.26692 -1.50899 -0.65029
C 3.90465 -1.80754 -1.97765
C 4.15013 -3.18325 -2.56063
C 3.62292 -4.15914 -1.54862
C 2.96435 -3.81110 -0.29093
N 2.79391 -2.52972 0.12811
C 4.23481 0.73352 -0.40683
I 3.95709 2.98293 -0.72935
C 5.52470 0.46586 0.44107
C 6.38755 -0.81438 0.00943
I 6.88551 2.18742 -0.04727
H -0.16814 3.78660 -3.35127
H 3.01906 0.91380 -2.80203
H 1.71656 -0.22268 -3.22967
H 1.40553 -0.88855 -1.21847
H -1.44709 0.98801 -1.43600
H -1.73918 0.07515 0.09283
H 1.01288 2.61221 -0.43430
H -0.35946 3.35697 1.38841
H -1.56581 2.02288 1.15740
H -1.36548 3.64606 -1.33679
H -1.73840 4.74697 0.11712
H -3.42980 2.12377 0.11237
H -4.00019 3.86107 0.13740
H -3.55272 2.05841 -2.38928
H -3.12449 3.83254 -2.54479
H -4.82610 3.29892 -2.00975
H 0.38975 -1.85812 0.35945
H 4.08163 -1.56030 1.96278
H 4.02279 -0.22544 3.07946
H 1.83636 -1.07732 4.16336
H 1.78142 -2.50471 2.96933
H 3.41290 -2.14965 5.45650
H 4.54282 -2.28782 4.03013
H 2.31389 -4.22268 4.23142
H 3.79121 -4.37520 3.45700
H 3.81341 1.70537 2.15729
H 2.49684 1.18281 3.25624
H 4.22888 -0.96984 -2.68005
H 4.62899 -3.41348 -3.54735
H 3.75298 -5.25803 -1.79912
H 2.58091 -4.64321 0.37895
H 4.65686 0.60210 -1.46237
H 5.46134 0.50939 1.55857
H 6.48894 -0.74289 -1.13016
H 5.88315 -1.80089 0.23137
H 7.44006 -0.72530 0.41780
C -2.91454 7.77853 3.99120
C -3.97512 7.77695 2.85127
C -4.91082 9.01195 2.92387
C -6.11082 8.90549 3.86000
C -6.81577 7.56035 3.71483
C -5.83552 6.38738 3.87328
N -4.70069 6.47537 2.89963
O -5.18984 6.21662 1.67600
C -5.32585 6.37379 5.33290
C -6.59834 5.05264 3.73879
C -3.13087 7.96891 1.56463
H -2.91803 6.85612 4.57382
H -1.89535 7.84382 3.60533
H -3.05607 8.61259 4.68422
H -5.31047 9.21519 1.92491
H -4.33109 9.89983 3.19654
H -5.80199 9.06877 4.89585
H -6.82024 9.70604 3.63108
H -7.61373 7.49026 4.46065
H -7.31427 7.51819 2.73991
H -4.63373 5.54327 5.50006
H -6.16102 6.24691 6.02737
H -4.82707 7.29434 5.63275
H -7.12144 4.95607 2.78455
H -7.35729 4.96255 4.52051
H -5.91760 4.20290 3.84299
H -2.48090 7.10755 1.38144
H -2.49561 8.85296 1.65501
H -3.75175 8.12369 0.67861
C -0.04562 -7.73806 -1.91313
C -0.03099 -6.87327 -3.20787
C -1.02921 -7.39935 -4.27176
C -0.53331 -8.52401 -5.17618
C 0.87966 -8.25169 -5.68495
C 1.84852 -7.94987 -4.53054
N 1.37700 -6.79921 -3.69536
O 1.51648 -5.67860 -4.42432
C 2.00903 -9.23295 -3.68302
C 3.26431 -7.70250 -5.09286
C -0.59866 -5.50778 -2.74326
H 0.94519 -8.10130 -1.63527
H -0.37274 -7.16826 -1.04115
H -0.70611 -8.60472 -2.00414
H -1.31699 -6.57273 -4.92964
H -1.95366 -7.72383 -3.78331
H -0.57564 -9.48197 -4.65138
H -1.20706 -8.62334 -6.03207
H 1.22923 -9.11741 -6.25604
H 0.85260 -7.41736 -6.39487
H 2.70454 -9.07240 -2.85387
H 2.41211 -10.04554 -4.29371
H 1.07314 -9.60701 -3.27072
H 3.29842 -6.88162 -5.81310
H 3.63185 -8.58990 -5.61462
H 3.97018 -7.48005 -4.28695
H 0.07632 -5.01455 -2.03649
H -1.56096 -5.64287 -2.24469
H -0.77800 -4.82520 -3.57783
*
```

The LUMO energy (alpha / beta) is -3.846 / -3.846 eV. For the relative energy (zero: lowest compared OMol25 entry of this formula, charge and spin), the calculation gives 0.0 kcal/mol. The calculation puts the total energy at -3868.7527 hartree.

No. 2
ORCA calculation (ωB97M-V/def2-TZVPD) on C43H77As5F33N14O3S as an isolated structure in a non-equilibrium geometry.

The geometry in ORCA input format:
```
! RIJCOSX wB97M-V def2-TZVPD def2/J DEFGRID3
* xyz 1 1
C 16.87061 22.06822 7.60556
C 17.16896 23.53106 7.36556
N 16.23535 24.45660 7.90954
C 15.19371 24.98530 7.22968
C 14.51067 25.84960 8.12330
N 15.05911 25.59406 9.35254
C 16.08308 24.69868 9.22814
C 14.61671 26.18456 10.55718
H 16.65282 21.73018 8.61866
H 17.65784 21.39614 7.26398
H 15.92625 21.81210 7.12526
H 17.22848 23.68862 6.28864
H 18.16870 23.74666 7.74256
H 15.14095 24.73678 6.18000
H 13.69786 26.55986 8.08798
H 16.76191 24.38136 10.00590
H 15.36858 26.18556 11.34634
H 13.86640 25.45186 10.85430
H 14.24056 27.18516 10.34408
C 17.62162 10.51290 14.44496
C 16.89462 11.79858 14.04742
N 17.49323 12.89568 14.78968
C 17.20124 13.21428 16.10898
C 18.04718 14.29568 16.42764
N 18.72371 14.66594 15.32708
C 18.49423 13.73552 14.33162
C 19.64436 15.81992 15.12226
H 17.48391 10.24208 15.49176
H 18.64029 10.39700 14.07486
H 17.06091 9.71573 13.95688
H 15.83341 11.71292 14.28106
H 16.99282 12.01996 12.98466
H 16.50069 12.71216 16.75974
H 18.05143 14.96050 17.27878
H 18.89820 13.74886 13.33010
H 19.27930 16.52854 14.37884
H 20.65316 15.55690 14.80408
H 19.91652 16.22884 16.09530
C 23.82831 22.29468 11.81536
C 24.27303 23.78182 11.66220
N 25.50719 23.98296 10.89864
C 25.70540 23.86526 9.53258
C 27.07737 23.93590 9.25062
N 27.68747 24.13878 10.46740
C 26.71168 24.21390 11.50280
C 29.14676 24.30776 10.72048
H 22.86047 22.15652 12.29734
H 24.50067 21.77054 12.49456
H 23.79694 21.72324 10.88770
H 24.47792 24.17874 12.65648
H 23.50932 24.46976 11.29946
H 24.81869 23.80070 8.91940
H 27.70871 23.82086 8.38196
H 26.95760 24.51542 12.51028
H 29.65800 23.37118 10.94304
H 29.33417 25.11898 11.42398
H 29.55576 24.65148 9.77040
C 10.73630 19.34022 13.08790
C 11.25854 17.94474 12.60902
N 12.12645 17.23520 13.51568
C 11.79410 16.86614 14.84532
C 12.91296 16.24656 15.38538
N 13.78425 16.06803 14.30560
C 13.36124 16.70652 13.25220
C 15.02366 15.40062 14.29554
H 9.88600 19.69484 12.50538
H 11.41733 20.16130 13.31182
H 10.27126 19.30316 14.07304
H 11.81306 18.01175 11.67302
H 10.36644 17.33626 12.46058
H 10.81314 17.10897 15.22632
H 13.13352 15.83546 16.35941
H 13.75827 16.65092 12.24938
H 15.88612 16.05718 14.18056
H 15.03592 14.56260 13.59864
H 15.13272 14.79690 15.19648
C 12.04523 24.57554 13.38638
C 12.31532 24.48298 14.91336
N 12.75326 23.15280 15.31930
C 13.85426 22.42392 14.90484
C 13.71211 21.13888 15.49798
N 12.59733 21.11374 16.30390
C 12.00878 22.38128 16.19834
C 12.07294 20.00418 17.10338
H 11.28936 23.85024 13.08522
H 12.92640 24.35532 12.78376
H 11.74870 25.57394 13.06488
H 11.41435 24.79058 15.44414
H 13.09397 25.18704 15.20680
H 14.53554 22.78522 14.14872
H 14.33023 20.25937 15.39420
H 11.06188 22.61808 16.66062
H 11.99462 20.25194 18.16194
H 12.83381 19.22455 17.06636
H 11.12670 19.74053 16.63090
C 20.35912 21.33838 15.48972
C 20.72499 20.57984 14.20672
N 19.58012 20.63924 13.36680
C 19.25341 21.47566 12.29034
C 18.00724 21.19598 11.82442
N 17.51239 20.12796 12.61372
C 18.51314 19.80118 13.49282
C 16.22713 19.42418 12.48732
H 19.66495 20.73840 16.07816
H 19.99684 22.35394 15.33006
H 21.24402 21.40506 16.12266
H 20.90330 19.51194 14.33276
H 21.56051 21.01346 13.65718
H 19.83925 22.31656 11.94962
H 17.33936 21.61204 11.08468
H 18.48400 18.96066 14.17038
H 15.77047 19.59114 11.51178
H 15.48031 19.75584 13.20868
H 16.31753 18.35724 12.69124
C 21.55341 28.36894 11.98492
C 22.71676 27.41978 12.26210
N 22.63619 26.83274 13.62720
C 23.53990 26.98522 14.60872
C 23.02794 26.33306 15.74124
N 21.82222 25.68422 15.44474
C 21.56412 26.08996 14.15096
C 21.01854 24.89678 16.33384
H 21.62182 29.14718 12.74504
H 20.55453 28.01126 12.23470
H 21.41242 28.75916 10.97698
H 23.69285 27.87862 12.10458
H 22.67146 26.58296 11.56512
H 24.43643 27.55384 14.41046
H 23.40131 26.16516 16.74064
H 20.78181 25.69982 13.51680
H 21.72079 24.24882 16.85832
H 20.31252 24.33120 15.72576
H 20.52359 25.57628 17.02769
C 12.92555 20.64734 9.14252
F 11.97636 19.83836 9.60564
F 13.97279 19.98046 8.63784
F 12.40726 21.34552 8.13944
S 13.48003 21.78728 10.65550
O 14.85128 22.18116 10.38818
O 12.61366 22.94640 10.58104
O 13.33975 21.04984 11.95608
As 17.58350 24.96936 13.97610
F 16.79437 23.39260 14.18770
F 17.11945 25.02326 12.25464
F 18.44163 26.45096 13.69780
F 18.10886 25.13842 15.72684
F 19.07394 24.10578 13.51066
F 16.09138 25.91126 14.45932
As 17.30455 15.99906 10.51128
F 18.88443 15.23804 10.13782
F 17.45077 17.25975 9.31686
F 15.68000 16.69374 11.01238
F 17.09997 14.72030 11.80264
F 18.15572 17.15533 11.62580
F 16.48025 15.03534 9.29384
As 23.39710 17.61830 15.54764
F 23.18354 19.36454 15.64584
F 25.05729 17.83284 14.93028
F 23.56519 15.81416 15.51882
F 21.75927 17.44267 16.30366
F 22.72251 17.59420 13.91300
F 24.05424 17.63258 17.20776
As 16.65727 18.57306 16.81652
F 14.83661 18.65338 17.19086
F 16.66042 20.41672 16.45516
F 18.43193 18.50992 16.63414
F 16.65348 16.83782 17.19588
F 16.46483 18.27418 15.07912
F 16.89296 19.13716 18.53999
As 20.55577 24.59770 9.67020
F 21.44320 26.14602 9.57568
F 22.05226 23.64284 9.34057
F 19.60172 23.00286 9.59398
F 19.04764 25.50742 9.98251
F 20.25189 24.83674 7.93202
F 20.89064 24.46196 11.46918
*
```

The LUMO energy is -2.529 eV. The calculation puts the total energy at -17549.9635 hartree.